1.
C8H13NS2 | ωB97M-V/def2-TZVPD

Summary:
SMILES string = CCCCC1=C(C)S[C@H]2SN12
orbital gap = 0.3151 Ha
lowest unoccupied orbital energy = 0.65 eV
HOMO = -7.926 eV

Positions of all 24 atoms, in Å:
C  2.36035  2.80414  -0.72007
C  2.23011  1.37761  -0.14051
C  0.73975  0.95035  -0.04933
C  0.50209  -0.42989  0.50106
C  -0.95718  -0.79002  0.53329
C  -1.66912  -1.57345  -0.29637
C  -1.42305  -1.99835  -1.71042
S  -3.13628  -2.13893  0.47610
C  -2.87085  -1.22320  2.03892
S  -1.53978  -1.68099  3.08395
N  -1.74111  -0.42087  1.89545
H  3.50523  2.95609  -1.03064
H  2.02397  3.52623  -0.15746
H  1.90755  2.73958  -1.73552
H  2.78151  0.66893  -0.63549
H  2.81100  1.38994  0.89169
H  0.38165  1.05632  -1.19137
H  0.23394  1.75265  0.56029
H  1.15221  -1.10370  -0.08976
H  0.81035  -0.55803  1.46644
H  -2.42484  -2.01687  -2.31446
H  -0.95369  -3.05708  -1.57029
H  -0.80342  -1.36476  -2.26793
H  -3.92039  -0.86571  2.46242

2.
C8H13NSi | ωB97M-V/def2-TZVPD

Summary:
2S+1 = 3
orbital gap (spin up / spin down) = 0.2761 / 0.2701 Ha
lowest unoccupied orbital energy (spin up / spin down) = 0.83 / -1.48 eV
HOMO (spin up / spin down) = -6.678 / -8.830 eV

Positions of all 23 atoms, in Å:
C  3.01258  1.39300  -1.35742
C  2.55584  0.63147  -2.38372
C  2.24359  1.59210  -0.15149
C  1.32745  0.02705  -2.24071
C  0.93508  1.13277  -0.08555
C  0.54582  0.28748  -1.12504
C  -1.48704  -0.54119  3.33596
C  -1.58678  -0.71455  -0.98349
N  -1.33962  -0.56486  1.88567
Si  -2.27899  -1.27222  0.72816
H  4.03261  1.75397  -1.53244
H  3.19136  0.42027  -3.32635
H  2.55199  2.07281  0.82297
H  1.11789  -0.64930  -2.98021
H  0.20794  1.10204  0.70023
H  -2.37268  -1.26915  3.73456
H  -0.48268  -0.63601  3.84087
H  -1.75867  0.44530  3.56001
H  -2.25841  0.15840  -1.21512
H  -0.49827  -0.55333  -0.64808
H  -1.74345  -1.50255  -1.80264
H  -2.32522  -2.64769  0.63515
H  -3.59035  -0.66580  0.58868

The records above give, respectively, ΔE to the lowest compared entry with this formula, charge and spin values of 2.093, 1.780 eV.
The records above give, respectively, molar mass values of 187.33, 151.29 g mol⁻¹.
The records above give, respectively, energy values of -1163.6237, -656.6284 Ha.